(1)
Below is a 4-piece molecular cluster, C22H36F4I2O12 overall, with properties calculated with ωB97M-V/def2-TZVPD.

Results
**2S+1**: 1
**Structure (SMILES)**: CCCCC[C@@]1([C@@H](I)[C@@H](C)I)OC(=O)O[C@H]1C(F)(F)C(F)F.COC(=O)OC.COC(=O)OC.COC(=O)OC
**Gap between HOMO and LUMO**: 9.80 eV

Geometry (Å):
1 C -0.38659 -5.60952 -0.83260
2 C -0.27657 -4.30899 -1.65283
3 C 1.08745 -3.62006 -1.53878
4 C 1.53947 -3.37636 -0.08569
5 C 2.31253 -2.04930 0.11157
6 C 2.08538 -1.17647 1.36088
7 C 2.44326 -1.90220 2.69005
8 I 2.57225 -0.47885 4.29186
9 C 1.68677 -3.16336 3.10540
10 C 2.24433 -3.78738 4.39266
11 I -0.41651 -2.87539 3.35856
12 O 3.18502 -0.19407 1.25648
13 C 2.73059 1.00202 0.87058
14 O 3.38718 1.88285 0.41224
15 O 1.41002 1.10031 1.15525
16 C 0.86505 -0.20409 1.40533
17 C -0.32976 -0.31724 0.43242
18 F -0.61064 -1.58597 0.07584
19 F -1.43091 0.16480 1.09760
20 C -0.23567 0.54838 -0.84341
21 F 0.94309 0.33587 -1.48441
22 F -1.23290 0.15750 -1.67868
23 H -0.88457 -6.38967 -1.40744
24 H -0.96565 -5.44917 0.07914
25 H 0.59699 -5.97325 -0.52628
26 H -0.47185 -4.52545 -2.70749
27 H -1.05562 -3.60708 -1.34655
28 H 1.83524 -4.22201 -2.06553
29 H 1.03943 -2.66634 -2.07618
30 H 0.67863 -3.45220 0.57538
31 H 2.20737 -4.19353 0.20253
32 H 2.21445 -1.41457 -0.76771
33 H 3.37654 -2.29660 0.17633
34 H 3.47568 -2.22093 2.51835
35 H 1.83929 -3.89944 2.31718
36 H 1.79068 -3.33995 5.27543
37 H 3.32521 -3.62975 4.44812
38 H 2.03435 -4.85657 4.41060
39 H 0.41865 -0.13989 2.39784
40 H -0.35937 1.60651 -0.61375
41 C 2.51447 4.06932 2.78876
42 O 2.32835 3.72128 4.16707
43 C 1.58477 4.58048 4.85782
44 O 1.08249 5.58558 4.43067
45 O 1.48873 4.13374 6.11123
46 C 0.70945 4.96848 6.97158
47 H 3.13385 3.28686 2.36212
48 H 1.55820 4.10744 2.27111
49 H 3.01968 5.02898 2.70282
50 H -0.31274 5.04698 6.60669
51 H 1.14968 5.96093 7.04443
52 H 0.72040 4.48541 7.94391
53 C -0.19134 -1.25694 -4.50084
54 O -0.32937 -1.03819 -5.90898
55 C -1.43235 -1.56408 -6.43474
56 O -2.27180 -2.18604 -5.83866
57 O -1.44841 -1.28570 -7.73770
58 C -2.58976 -1.79477 -8.43199
59 H 0.74115 -0.77995 -4.21321
60 H -1.01697 -0.80475 -3.96014
61 H -0.14752 -2.32316 -4.28589
62 H -3.50592 -1.36840 -8.02827
63 H -2.62877 -2.88003 -8.36205
64 H -2.46556 -1.49390 -9.46773
65 C -3.42166 2.27507 -0.33582
66 O -4.36565 3.34768 -0.34099
67 C -3.87555 4.48985 -0.81991
68 O -2.75408 4.65925 -1.22094
69 O -4.83630 5.40952 -0.77796
70 C -4.43957 6.69525 -1.26378
71 H -3.93715 1.41316 0.07624
72 H -3.08664 2.05489 -1.34761
73 H -2.56943 2.52407 0.29454
74 H -4.13591 6.63345 -2.30682
75 H -3.62257 7.09482 -0.66650
76 H -5.31449 7.33082 -1.16874

Atomic partial charges in e from the Löwdin method, atoms 1 to 6: atom 1 (C): -0.0956, atom 2 (C): -0.2531, atom 3 (C): -0.2061, atom 4 (C): -0.1992, atom 5 (C): -0.0755, atom 6 (C): -0.3657


(2)
Below is a single C22H36N4O4S molecule, with properties calculated with ωB97M-V/def2-TZVPD.

Results
**2S+1**: 1
**Structure (SMILES)**: CCOc1cc(NC(=S)NCCCN2CCOCC2)c(OCC)cc1NC(=O)C(C)C
**Gap between HOMO and LUMO**: 8.06 eV
**Energy above the lowest of the compared OMol25 structures with the same formula, charge and spin**: 0.000 eV

Geometry (Å):
1 C -1.68628 0.73316 -2.91316
2 C -0.80124 0.27098 -1.76635
3 O -1.39631 0.71912 -0.56247
4 C -0.72833 0.51393 0.61866
5 C 0.43520 -0.22268 0.75085
6 C 1.03755 -0.38219 1.99794
7 C 0.49068 0.24926 3.12675
8 C -0.67534 0.98762 2.99100
9 C -1.29540 1.11452 1.75614
10 N -2.47179 1.83810 1.56527
11 C -3.21425 2.52912 2.46781
12 O -2.95133 2.61809 3.64903
13 C -4.44003 3.20216 1.85414
14 C -5.39515 2.16627 1.25997
15 H -4.95424 1.66186 0.40219
16 H -6.31020 2.65404 0.93108
17 H -5.65464 1.41717 2.00463
18 C -4.02867 4.24550 0.81454
19 H -3.55692 3.78294 -0.05042
20 H -4.90569 4.78930 0.47028
21 H -3.33109 4.95901 1.24731
22 H -4.94509 3.71131 2.68079
23 H -2.77639 1.83472 0.60145
24 H -1.13813 1.47349 3.83190
25 O 1.17263 0.05010 4.29089
26 C 0.77577 0.74359 5.46043
27 C 1.17703 2.21446 5.44044
28 H 2.24864 2.30511 5.27914
29 H 0.65932 2.74798 4.64769
30 H 0.92341 2.67116 6.39265
31 H 1.30207 0.22332 6.26558
32 H -0.30250 0.63701 5.62349
33 N 2.22524 -1.10348 2.15033
34 C 2.58507 -2.27064 1.55306
35 N 1.62212 -2.96897 0.91869
36 H 0.68365 -2.59642 0.94749
37 C 1.86616 -4.04876 0.00042
38 C 1.58438 -3.62531 -1.44462
39 C 2.59499 -2.58249 -1.92559
40 N 2.05811 -1.75433 -2.99427
41 C 2.92800 -0.61917 -3.26704
42 H 3.04701 -0.03501 -2.35141
43 C 2.30384 0.25661 -4.35285
44 O 2.07747 -0.46743 -5.53833
45 C 1.25583 -1.58080 -5.28516
46 C 1.86333 -2.50156 -4.22803
47 H 1.17995 -3.33076 -4.04231
48 H 2.81940 -2.90510 -4.60537
49 H 1.14748 -2.10482 -6.23617
50 H 0.26612 -1.24352 -4.93866
51 H 2.97511 1.07544 -4.61701
52 H 1.35184 0.66882 -3.98470
53 H 3.92586 -0.95112 -3.60223
54 H 3.53037 -3.08314 -2.22631
55 H 2.83903 -1.91324 -1.09612
56 H 0.58013 -3.19805 -1.50634
57 H 1.61549 -4.51155 -2.07835
58 H 2.91212 -4.34254 0.11504
59 H 1.22780 -4.89593 0.27018
60 S 4.14894 -2.79370 1.67685
61 H 2.83490 -0.78721 2.89264
62 H 0.90880 -0.65397 -0.11612
63 H 0.20681 0.69337 -1.86518
64 H -0.71931 -0.82393 -1.76875
65 H -1.26346 0.40740 -3.85912
66 H -1.76199 1.81762 -2.91520
67 H -2.68388 0.31416 -2.80911

Atomic partial charges in e from the natural (NBO) method, atoms 1 to 6: atom 1 (C): -0.6205, atom 2 (C): -0.0629, atom 3 (O): -0.5377, atom 4 (C): 0.3301, atom 5 (C): -0.3399, atom 6 (C): 0.0698


For reference, E by record: -2757.662307 -1778.099532 Eh.
For reference, maximum force by record: 0.8 0.7 eV/A.